Computed, not measured: C23H25FeN2O4 as an isolated structure in a non-equilibrium geometry, with ωB97M-V with the def2-TZVPD basis set.

Results
orbital gap (spin up / spin down) = 5.054 / 3.946 eV
charge = +1
lowest unoccupied orbital energy (spin up / spin down) = -3.09 / -6.84 eV
multiplicity = 5
E = -2565.09367 hartree
⟨S²⟩ = 6.10
HOMO energy (spin up / spin down) = -8.1 / -10.8 eV

Last column: Mulliken charge in e.
Cartesian coordinates (Å):
C: 0.7964 -3.9336 4.7507  -0.7090
O: 0.0256 -2.7171 4.7550  -0.4556
C: -0.1643 -1.9142 3.6525  0.1207
C: 0.7670 -0.8726 3.3474  -0.7086
C: 0.8265 -0.5817 1.8932  0.4964
C: -0.5364 -0.1328 1.5330  -0.3344
C: -1.5920 -0.9609 1.9322  -1.0814
C: -1.4153 -1.8448 3.0031  -0.3573
Fe: -0.9006 0.2205 3.5383  0.5258
C: -0.0198 1.7367 3.6012  0.1378
O: 0.4315 2.7496 3.9513  -0.3479
C: -0.9482 0.1116 5.3297  0.1262
O: -0.9365 0.2287 6.4839  -0.3029
C: -2.4735 1.0947 3.5507  0.2625
O: -3.3739 1.7646 3.8514  -0.3088
H: 0.8163 -4.2353 5.8001  0.2691
H: 0.2896 -4.6926 4.1387  0.2831
H: 1.8150 -3.7559 4.3766  0.2946
H: 1.6395 -0.7440 3.9890  0.6374
H: 1.6280 0.1211 1.6234  0.3267
H: 1.0450 -1.5105 1.3232  -0.7501
H: -0.6565 0.6117 0.7415  0.7111
H: -2.5795 -0.8731 1.4728  0.6243
H: -2.2458 -2.4265 3.4087  0.5460
C: 2.6189 1.0072 -2.0705  -1.3366
C: 1.3766 1.7038 -2.4999  1.1509
C: 0.2184 0.9659 -2.7831  0.5482
N: 0.2636 -0.4422 -2.6424  0.4809
C: 0.8135 -1.0847 -1.5547  -0.0003
N: 0.5491 -2.3922 -1.7713  0.0986
C: 0.8185 -3.4626 -0.8459  -0.8559
C: -0.0317 -2.5965 -3.0285  -0.8031
C: -0.2358 -1.3824 -3.5588  -0.3886
C: -0.9610 1.6031 -3.2011  1.2906
C: -2.2237 0.8447 -3.4317  -1.8001
C: -0.9507 2.9972 -3.3490  -1.0609
C: 0.1980 3.7555 -3.0998  0.4690
C: 0.1734 5.2461 -3.2942  -1.4346
C: 1.3532 3.0932 -2.6695  -1.1914
H: 3.3863 1.7666 -1.8835  0.4269
H: 2.4423 0.4225 -1.1529  0.1549
H: 3.0099 0.3236 -2.8393  0.3636
H: 1.1714 -3.0274 0.0950  0.2600
H: -0.0925 -4.0516 -0.6602  0.3760
H: 1.5798 -4.1526 -1.2364  0.3598
H: -0.2292 -3.5822 -3.4084  0.4960
H: -0.6599 -1.0907 -4.4965  0.5916
H: -3.0311 1.5742 -3.5503  0.4073
H: -2.1931 0.2464 -4.3509  0.3375
H: -2.4898 0.1862 -2.5947  0.3275
H: -1.8661 3.5000 -3.6646  0.3941
H: 1.1554 5.6782 -3.0729  0.3597
H: -0.0932 5.5124 -4.3269  0.3427
H: -0.5682 5.7259 -2.6400  0.3386
H: 2.2599 3.6689 -2.4649  0.2919